C4H11NOS | ωB97M-V with the def2-TZVPD basis set

Each line ends with the Mulliken charge.
CARTESIAN COORDINATES (ANGSTROEM)
C1 -1.9480 -0.3854 1.3599  -0.9435
S1 -0.9996 0.1905 -0.0992  0.9425
N1 1.0825 -0.0238 0.3915  -0.3266
H1 1.5272 1.6608 1.4956  0.2203
H2 2.6496 -0.6496 -0.6620  0.4452
H3 -1.5334 -1.6189 -1.1484  0.3619
H4 -1.5095 -0.3144 -2.3077  0.4462
O1 -1.1487 1.6001 -0.2330  -0.6643
H5 -2.8342 0.1874 1.3854  0.3310
H6 -1.3929 -0.2207 2.2559  0.3366
C2 1.6732 1.3096 0.4048  -0.8091
H7 1.3887 -0.3059 -1.6846  0.3125
H8 1.1495 2.1548 -0.1194  0.2562
C3 -1.7160 -0.6287 -1.3771  -1.0549
H9 2.6994 1.1028 0.1650  0.4217
H10 -2.1143 -1.4271 1.2897  0.3536
H11 1.4197 -1.8403 -0.4664  0.2955
C4 1.6067 -0.7912 -0.6499  -0.9252

Cartesian forces (eV/Å) of the 3 atoms listed first:
C 1.872 0.114 -0.532
S -0.021 -1.545 -0.647
N -3.097 0.900 0.740

Calculated values
- LUMO energy (alpha / beta): 0.2209 / 0.2204 eV
- Structure (SMILES): C=[S@](C)(=O)N(C)C
- Charge: 0
- E_HOMO (alpha / beta): -0.29677 / -0.29675 Ha
- HOMO-LUMO gap (alpha / beta): 8.296 / 8.295 eV
- ΔE to the lowest compared entry with this formula, charge and spin: 135.75 kcal/mol

=====

C23H25N3O6 | ωB97M-V with the def2-TZVPD basis set

Each line ends with the Mulliken charge.
CARTESIAN COORDINATES (ANGSTROEM)
H1 3.4093 -0.5167 0.4957  0.5484
C1 0.0512 -5.5975 -2.2945  1.1404
N1 1.8532 -2.4884 -3.0557  -0.1024
O1 -2.4987 6.6919 2.5668  -0.5399
C2 1.6908 1.8015 -1.2724  -0.3842
C3 0.0063 -5.5228 -0.8728  0.8362
O2 1.7932 -2.1474 0.9288  -0.6914
H2 -0.1311 2.0723 2.1118  0.3741
O3 -0.5298 -6.6914 -2.8296  -0.4510
C4 1.7910 -2.2863 -0.2777  0.9666
H3 -1.2483 -5.6859 1.5116  0.3560
C5 -1.0841 6.6676 2.4800  -0.5358
H4 -1.2139 -7.4651 1.4178  0.2242
C6 1.9865 0.9097 -0.2480  0.9079
H5 -0.0505 5.7721 4.1904  0.4059
N2 -1.9987 3.6893 1.0789  -0.0835
H6 0.7077 -4.6269 -4.0934  0.4097
C7 0.0505 2.8821 0.1220  1.0867
C8 1.1927 -3.4227 -0.9703  -0.4710
O4 -0.6138 -6.5626 -0.2599  -0.4422
H7 0.5669 -4.3373 0.8355  0.5877
H8 -1.0675 -6.0335 -4.7242  0.3544
C9 0.5731 -4.4428 -0.2368  -0.5305
O5 2.9828 -0.5447 -3.1575  -0.6672
C10 -0.5284 -6.8472 -4.2288  -0.9261
H9 0.5093 3.4917 -1.8664  0.4724
H10 -2.0530 2.7745 1.4948  0.2702
H11 -1.8536 3.6667 3.6218  0.2242
C11 3.0054 -0.1782 -0.4604  -2.3096
C12 1.2354 -3.5005 -2.3588  -0.6254
H12 -1.0429 -7.7874 -4.4184  0.2402
O6 -0.8470 5.0388 -0.3201  -0.6513
C13 0.7377 2.7832 -1.0847  -0.8995
H13 -4.0107 4.0910 1.3274  0.4767
H14 -0.7235 7.6223 2.8660  0.3573
H15 1.8949 -2.5282 -4.0649  0.2448
H16 3.8054 0.1679 -1.1173  0.6260
H17 -3.0383 5.3838 0.5828  0.3513
H18 -0.7754 6.5661 1.4326  0.2188
C14 -0.9539 3.9773 0.2641  0.1393
C15 -0.6079 5.4581 3.3099  -0.2812
C16 -2.9382 5.3658 2.7327  0.4444
C17 -1.9130 4.7497 3.6977  -0.7827
H19 0.4901 -6.9058 -4.6255  0.3548
H20 0.3082 -6.5565 1.6000  0.3584
N3 2.3911 -1.3411 -1.1033  0.1791
C18 -3.0569 4.6231 1.3681  -1.2368
H21 1.5416 0.3214 1.7577  0.3999
C19 1.3138 1.0151 0.9626  -0.9449
C20 2.4451 -1.3932 -2.4821  0.4452
C21 -0.6876 -6.5518 1.1461  -0.8921
C22 0.6622 -4.5892 -3.0168  -0.5362
H22 2.2133 1.7200 -2.2137  0.4576
H23 0.0354 4.8164 2.7089  0.0647
H24 -2.1937 5.0077 4.7190  0.3760
H25 -3.9374 5.4312 3.1737  0.4770
C23 0.3538 1.9927 1.1486  -0.3913

Cartesian forces (eV/Å) of the 3 atoms listed first:
H -0.013 0.062 -0.183
C -0.003 0.012 0.150
N 0.025 0.025 -0.380

Calculated values
- LUMO energy: 0.4708 eV
- Structure (SMILES): COc1cc2[nH]c(=O)n(Cc3ccc(C(=O)NC[C@H]4CCCO4)cc3)c(=O)c2cc1OC
- Charge: 0
- E_HOMO: -0.30380 Ha
- HOMO-LUMO gap: 8.738 eV
- ΔE to the lowest compared entry with this formula, charge and spin: 4.55 kcal/mol

=====

C17H37N5O5S3 | ωB97M-V with the def2-TZVPD basis set

Each line ends with the Mulliken charge.
CARTESIAN COORDINATES (ANGSTROEM)
H1 -3.1799 -1.5369 -2.2588  0.1725
C1 -1.8394 2.2047 -3.0363  -0.1902
H2 0.0665 -4.1053 -1.3715  0.4466
H3 -5.9012 0.2678 -4.4394  0.2958
H4 3.1387 5.0916 2.8829  0.3434
C2 1.9379 0.2000 1.9207  -0.2758
H5 1.7315 1.1505 2.4191  0.1134
C3 3.6042 -0.9827 3.1852  -0.4206
H6 -5.0639 4.7776 -4.0717  0.2392
C4 4.1024 -0.0463 4.2793  -0.8787
H7 0.4841 -5.8068 2.1376  0.0672
H8 -1.9903 1.5657 -3.9180  0.1728
C5 -2.0348 3.6377 -3.4803  -0.8019
O1 2.2348 -0.8202 2.8626  -0.4091
O2 3.6698 3.3789 1.8340  -0.3303
N1 4.1595 1.3814 3.9872  -0.3019
H9 -3.7917 5.5449 -3.1048  0.3400
H10 -0.8053 2.0761 -2.7014  0.3586
H11 -4.1956 0.6903 -4.6847  0.2718
H12 4.9858 3.8566 3.3751  0.4022
C6 -4.9875 0.5875 -3.9374  -0.5206
C7 -3.2926 -0.5294 -2.6683  -0.2989
N2 0.2852 -2.6136 0.5557  -0.0656
C8 -1.0990 -2.6903 0.4128  -0.2537
H13 5.7014 3.4522 1.8086  0.3891
O3 -4.6698 -0.3890 -2.9672  -0.4272
H14 4.2176 -0.9321 2.2772  0.3563
O4 -3.2870 3.8117 -4.1319  -0.3485
H15 0.6140 -2.0856 1.3595  0.3285
H16 2.9528 -4.0964 0.4753  0.3205
H17 -2.6983 -0.4999 -3.5910  0.2913
S1 1.2364 -4.7034 2.1254  -0.1676
O5 -1.8744 -1.7814 0.5272  -0.6054
N3 -2.7358 1.8619 -1.9420  -0.2366
H18 0.0364 -5.7169 -0.5644  0.3515
H19 -5.1821 1.5653 -3.4860  0.1581
N4 -2.4193 -4.3227 -0.9973  -0.5037
C9 0.9199 -3.9225 0.4715  0.8917
C10 5.0863 1.7461 2.9243  -0.1781
C11 -2.7747 0.4379 -1.6123  -0.5886
H20 3.4421 -0.1707 5.1412  0.3860
H21 2.2659 -4.5929 -0.8796  0.2524
H22 3.6985 -2.0035 3.5657  0.3490
C12 4.9054 3.1902 2.5112  -0.8109
C13 -0.0804 -4.6461 -0.4334  -1.9155
H23 -1.2570 3.8854 -4.2085  0.3927
C14 -4.2215 4.5853 -3.4093  -0.7051
H24 2.3260 3.6005 3.4194  0.3057
H25 -3.2040 -4.2287 1.6004  0.1943
H26 2.7333 0.3369 1.1846  0.2708
S2 -3.4483 -6.8076 -1.6369  -0.3630
H27 1.8913 4.3443 1.8695  0.2430
H28 -1.7735 0.1202 -1.3092  0.2517
H29 4.9542 1.1305 2.0234  0.1668
H30 -3.4112 0.3318 -0.7320  0.3047
C15 -2.9023 -5.3928 -1.2680  0.4807
H31 5.0969 -0.3779 4.5948  0.4206
H32 3.2325 1.6959 3.7314  0.0797
S3 -2.0517 -4.9107 1.6024  -0.1716
C16 -1.4234 -4.1465 0.0705  1.4756
H33 -4.5895 4.0643 -2.5186  0.3009
H34 1.0265 -0.0909 1.3995  0.1365
N5 2.2270 -3.8516 -0.1874  -0.7559
H35 6.1107 1.6035 3.2816  0.3863
C17 2.7166 4.1389 2.5488  -0.7290
H36 -1.9351 4.3244 -2.6342  0.4111
H37 -3.6713 2.1630 -2.1836  0.1350

Cartesian forces (eV/Å) of the 3 atoms listed first:
H -0.020 0.003 0.010
C -0.192 -0.040 0.055
H -0.119 -0.430 -0.331

Calculated values
- LUMO energy: 0.2162 eV
- Structure (SMILES): N[C@]1(S)C[C@](S)(N=C=S)C(=O)N1.COCCNCCOC.COCCNCCOC
- Charge: 0
- E_HOMO: -0.30646 Ha
- HOMO-LUMO gap: 8.555 eV

=====

C49H51BiBrF5N5 | ωB97M-V with the def2-TZVPD basis set

Each line ends with the Mulliken charge.
CARTESIAN COORDINATES (ANGSTROEM)
C1 1.7404 1.2024 6.0017  -1.2198
H1 2.7976 5.2823 -0.3569  0.2704
C2 -1.2545 -3.1528 2.7916  0.9670
C3 2.2047 -0.6762 -1.5980  0.0277
H2 -6.1927 -0.9561 -0.6408  0.4128
H3 -5.5566 3.1042 -4.2164  0.3928
H4 0.6857 -1.4205 4.4497  0.3412
C4 2.4241 0.0448 -3.9405  -1.1290
C5 3.6373 -0.6901 -1.5224  0.2044
C6 2.6602 0.4084 5.0673  -1.0196
H5 6.1826 2.4327 2.4248  0.4201
C7 1.5263 2.3171 -0.7009  0.4809
H6 1.9249 0.2986 -4.8699  0.4352
C8 -4.4238 1.3608 -3.5441  -1.0258
C9 3.7766 0.1477 -3.8310  -0.9219
H7 -5.3112 -2.5535 2.7292  0.2196
H8 2.6031 -0.6548 5.3157  0.4405
H9 -4.6870 -2.7990 -1.6547  0.1151
H10 4.3844 0.4970 -4.6591  0.3246
C10 -0.5185 -1.7678 2.6082  2.3380
H11 3.3221 2.6861 0.3450  0.4322
H12 4.2264 2.5067 3.9994  0.5082
H13 5.1931 1.5704 1.2350  0.1146
H14 -4.8144 -3.6647 3.9983  0.3378
C11 4.0621 2.3427 2.9322  -1.2405
H15 -5.1028 -2.1743 -3.2390  0.2985
H16 -0.8003 5.8028 -4.4148  0.4110
H17 0.5742 -0.3436 -2.9271  0.2943
C12 1.2300 -0.0890 2.9334  -0.1637
H18 -3.3185 -4.8636 2.4574  0.4757
H19 -1.8888 2.5153 -3.2356  0.3153
C13 3.0073 5.3739 -1.4248  -1.2451
C14 -2.6164 -2.8679 2.2494  0.0391
C15 -2.5388 -1.6606 1.6001  0.8928
H20 3.8516 3.3247 2.4998  0.3659
H21 2.0255 1.0667 7.0468  0.4070
C16 -5.1228 2.7025 -3.2980  -1.1713
H22 -4.4843 -1.7823 0.6534  0.3415
C17 -3.4248 -0.3409 -0.3750  0.2754
H23 0.7032 0.8853 5.8828  0.2839
C18 -1.0630 -3.9767 4.0381  -1.6199
C19 -4.4110 -0.1123 -1.4465  0.5593
H24 7.5677 -0.4703 -1.3280  0.3957
C20 1.7476 3.2330 -1.8500  0.4717
C21 -4.9832 -3.5770 2.9225  -1.3431
H25 -0.7046 -4.2198 0.7740  0.4798
H26 3.9718 5.8722 -1.5428  0.4166
C22 5.8345 -0.1313 -2.5270  -1.0016
H27 5.5773 0.8008 2.7641  0.2806
N1 -1.3968 -0.9466 1.7932  -1.1199
C23 -1.7604 -3.3567 5.2445  -1.0364
H28 -1.6205 -3.9650 6.1401  0.4782
Br1 3.5081 -2.0126 1.0379  -0.0069
C24 -1.5716 2.0088 -2.3312  -0.8668
N2 -2.2972 0.4561 -0.6152  -0.5642
H29 3.6977 0.7057 5.2326  0.4976
C25 0.4609 -1.0661 3.4478  -0.9151
N3 0.3082 1.7541 -0.7863  -0.4613
H30 3.8568 3.4111 -1.7282  0.2610
H31 1.2227 4.3489 -4.2584  0.4097
H32 -5.1277 0.6529 -3.9881  0.4516
C26 -0.9757 -4.1795 -1.0483  -0.9050
H33 0.0118 -4.0644 4.2243  0.4381
C27 6.4885 -0.5320 -1.3990  -0.6675
C28 2.8795 1.4466 2.7409  0.1450
F1 -0.6781 -6.1454 -2.3264  -0.2987
H34 -0.1154 5.9044 -2.7852  0.2405
C29 -2.5244 1.1057 -1.7209  0.4214
C30 3.0097 3.9959 -2.0950  -1.2453
F2 0.2835 -3.6303 -1.3926  -0.3048
C31 0.1796 -2.4626 1.4153  -1.8346
C32 5.3313 1.7591 2.3016  -0.9525
N4 1.1829 0.3934 1.6037  0.1272
H35 1.7879 2.2676 5.7678  0.3105
H36 -6.3705 -0.2944 -2.2502  0.4533
H37 -4.4188 3.4391 -2.9024  0.2478
H38 -5.7989 -4.2546 2.6547  0.4268
C33 -5.6930 -0.8632 -1.6088  -1.2634
H39 3.1612 4.1053 -3.1715  0.5407
C34 -3.7085 -3.8959 2.1278  -1.1671
F3 -2.6802 -5.3170 -2.2209  -0.2718
H40 -0.2080 3.3722 -4.5165  0.3932
C35 4.3848 -1.1520 -0.4041  0.6359
H41 -6.3741 -2.8478 -2.2067  0.3776
C36 -3.8495 0.7768 -2.2891  0.1180
H42 6.2513 -1.4523 0.5512  0.4297
H43 2.2374 6.0148 -1.8591  0.2602
C37 -1.3710 -4.9909 -2.2708  0.8368
C38 -5.4556 -2.2567 -2.2087  -0.9451
C39 2.4006 2.1177 0.3441  -0.7876
F4 -1.8266 -3.0276 -1.1586  -0.0998
C40 -3.5497 -1.2312 0.6231  -0.2282
H44 -3.9715 -4.0396 1.0747  0.1852
H45 -2.8312 -3.2512 5.0630  0.0752
N5 -0.4239 -3.6152 1.6145  0.4128
C41 0.2918 4.0199 -3.7907  -1.1832
C42 2.3153 0.6016 3.6258  0.2726
Bi1 0.1514 -0.6032 -0.1875  1.9026
C43 2.1399 1.3172 1.4828  0.4411
H46 -3.6286 1.5000 -4.2810  0.4127
C44 -0.3198 2.2886 -1.8892  0.5429
C45 1.6641 -0.3510 -2.8136  -0.4300
H47 6.3837 0.2488 -3.3824  0.3575
C46 5.7471 -1.0750 -0.3284  -0.6806
C47 4.4215 -0.2196 -2.6188  1.1517
H48 -1.5513 4.9284 -3.0714  0.2113
C48 -0.5973 5.2374 -3.5028  -1.0897
F5 -1.1799 -4.3818 -3.4644  -0.2634
H49 -1.3706 -2.3562 5.4496  0.1947
C49 0.6136 3.2326 -2.5624  0.4477
H50 -5.9201 2.5845 -2.5617  0.3173
H51 -1.4307 -4.9915 3.8594  0.4774

Cartesian forces (eV/Å) of the 3 atoms listed first:
C -0.002 -0.001 -0.048
H 0.012 -0.003 -0.026
C 0.039 0.152 -0.018

Calculated values
- LUMO energy: 1.2669 eV
- Charge: -1
- E_HOMO: -0.14028 Ha
- HOMO-LUMO gap: 5.084 eV
- ΔE to the lowest compared entry with this formula, charge and spin: 9.72 kcal/mol

=====

C14H16O2 | ωB97M-V with the def2-TZVPD basis set

Each line ends with the Mulliken charge.
CARTESIAN COORDINATES (ANGSTROEM)
H1 0.2813 3.0675 3.9017  0.3848
H2 1.7289 -1.4720 -3.1457  0.2758
H3 1.0651 0.7274 4.4669  0.3589
O1 -0.3980 3.8566 1.5962  -0.5660
H4 -0.4015 4.0488 0.6451  0.2884
H5 -3.0717 0.5226 -2.8679  0.4004
C1 1.0185 1.0698 3.4380  -0.4906
H6 -1.5648 -0.9408 -4.3661  0.3257
C2 -1.1031 -0.8963 -0.5447  -0.3837
H7 -2.5863 0.5925 0.5442  0.3069
H8 0.4334 -2.3668 -0.9837  0.4126
C3 1.2432 0.1692 2.4215  0.4655
C4 1.1025 0.5608 1.0794  -0.7365
C5 -0.2997 -1.6674 -1.3522  -0.5655
H9 0.7259 -1.7712 -4.6047  0.3783
H10 1.0002 -1.9925 2.0434  0.2461
H11 1.5670 -1.6913 3.6492  0.3631
C6 0.5156 1.7769 0.7806  -0.4106
H12 0.3740 2.1210 -0.2416  0.2720
H13 2.6191 -1.4740 2.3089  0.3171
H14 1.3957 -0.0937 0.2729  0.5867
H15 1.0433 -3.0527 -3.5285  0.3356
O2 -2.8504 0.7232 -0.3744  -0.5677
C7 0.8523 -1.9789 -3.5427  -1.3488
C8 -2.1009 -0.1285 -1.1484  0.7473
C9 1.5855 -1.2776 2.6345  -1.3831
C10 0.5527 2.3574 3.1323  -0.5511
C11 0.2197 2.6515 1.8300  0.8904
H16 -0.9626 -0.9956 0.5283  0.4076
C12 -1.3572 -0.7845 -3.3164  -0.5087
C13 -0.3636 -1.5635 -2.7486  0.5436
C14 -2.2639 -0.0980 -2.5077  -0.7945

Cartesian forces (eV/Å) of the 3 atoms listed first:
H 0.160 0.010 0.052
H 0.077 0.060 -0.194
H 0.233 0.194 -0.042

Calculated values
- LUMO energy: 0.7678 eV
- Structure (SMILES): Cc1ccc(O)cc1.Cc1ccc(O)cc1
- Charge: 0
- E_HOMO: -0.30689 Ha
- HOMO-LUMO gap: 9.119 eV
- ΔE to the lowest compared entry with this formula, charge and spin: 14.31 kcal/mol

=====

C30H29FN5O7PdS | ωB97M-V with the def2-TZVPD basis set

Each line ends with the Mulliken charge.
CARTESIAN COORDINATES (ANGSTROEM)
C1 3.4667 -4.2974 4.4905  -1.0180
S1 -2.2635 -0.8742 3.8810  0.7513
H1 -7.2192 -0.5232 4.4277  0.4495
C2 -2.3735 -5.9434 6.3148  -0.8579
H2 1.6941 1.0186 -1.8707  0.2635
H3 0.6498 -0.4835 -2.9404  0.3441
H4 -4.4317 -2.7996 6.9608  0.3108
C3 -4.0093 -3.8002 6.9109  -0.6096
C4 -6.3386 -0.5634 3.7996  -0.6548
H5 3.0981 -3.4861 2.0464  0.7675
N1 -2.5750 -3.7192 7.3420  0.0142
C5 2.1886 -4.9115 4.0169  -0.2156
Pd1 -0.4781 -0.6323 -0.0393  0.3585
C6 1.3517 -2.9053 1.0065  -0.2688
C7 -0.3062 3.3987 -1.3259  -0.8790
H6 -5.4713 -0.3902 0.5055  0.5577
F1 -4.0585 -4.7635 2.8338  -0.4462
C8 -0.8991 2.0498 0.9457  -0.1050
H7 -2.0561 -3.2742 6.5757  0.1846
H8 -1.0847 1.4720 1.8413  0.7539
H9 -4.5176 -4.4370 7.6331  0.3379
H10 -7.4761 -0.3507 1.9993  0.4302
C9 -5.0822 -0.6980 4.3811  -0.5047
C10 0.0367 -4.4217 2.9557  -0.3009
H11 0.9370 2.0483 -3.1047  0.3816
C11 0.7401 1.3398 -2.2976  -0.6060
H12 -2.4624 -3.1447 8.1749  0.3830
N2 1.4185 -4.2675 2.9742  0.3682
H13 2.2332 -4.9298 6.2428  0.2943
O1 0.0172 0.2274 -2.7958  -0.5329
O2 1.4995 -0.8567 -0.1907  -0.6582
C12 -4.0159 -4.3682 5.4763  -0.1821
C13 -6.4850 -0.4605 2.4189  -0.7246
O3 3.2852 -2.1871 -0.1503  -0.6732
C14 -2.0415 -4.9063 4.0649  -0.5096
C15 -1.2014 3.3958 0.8803  -0.9485
O4 -2.6424 -0.4688 0.2682  -1.0123
H14 -3.1894 -6.6350 6.5515  0.4283
H15 -1.6516 3.8819 1.7335  0.4423
H16 -4.8834 -5.0238 5.3520  0.5789
C16 -3.9967 -0.7341 3.5297  -0.0176
H17 -4.9657 -0.7500 5.4561  0.6025
C17 2.2561 -4.2785 5.3793  -0.4175
C18 -2.7181 -4.6245 2.8637  0.5148
C19 -0.0206 2.0488 -1.2019  0.7840
O5 -2.0152 -2.1726 4.4902  -0.5142
C20 -4.1304 -0.6230 2.1610  0.1549
H18 -2.6033 -3.7987 0.9059  0.6369
H19 -0.0520 3.9005 -2.2491  0.3802
O6 -0.7581 -2.6017 -0.0309  -1.0871
C21 -5.3781 -0.4824 1.5793  -0.4409
N3 -1.7593 -0.8091 2.3371  -0.2366
H20 -0.9328 -4.9763 7.6943  0.4021
N4 -2.7550 -5.0462 5.2597  0.1997
C22 -0.6624 -4.8877 4.0764  -0.2286
C23 -0.6760 -3.9605 1.8511  0.5992
H21 1.7616 -3.3224 5.4924  0.1967
C24 2.0214 -3.5627 1.9986  -0.5706
C25 -0.0314 -3.1355 0.8609  1.3199
H22 2.1401 -5.9925 3.9696  0.4360
H23 -1.5192 -6.5439 6.0136  0.4425
H24 -2.4423 -5.4800 8.4788  0.3894
H25 -4.1044 -3.5466 4.7702  0.0230
C26 2.1266 -1.9456 0.1285  0.4461
C27 -0.9146 4.0797 -0.2852  -0.2898
C28 -2.0060 -5.0976 7.5580  -0.6441
O7 -1.8067 0.2660 4.6260  -0.8086
C29 -2.7844 -0.6400 1.5054  1.3712
N5 -0.3350 1.3825 -0.0670  0.0983
H26 4.2765 -4.9734 4.7200  0.2784
H27 3.7730 -3.3492 4.0746  0.3374
C30 -2.0671 -4.1244 1.7867  -1.0076
H28 -1.1526 5.1306 -0.3836  0.4164
H29 -0.1299 -5.0930 4.9940  0.5414

Cartesian forces (eV/Å) of the 3 atoms listed first:
C -0.072 0.007 0.021
S -0.187 0.391 -0.323
H 0.013 -0.007 0.006

Calculated values
- LUMO energy: -2.8122 eV
- Charge: +1
- E_HOMO: -0.39192 Ha
- HOMO-LUMO gap: 7.852 eV
- ΔE to the lowest compared entry with this formula, charge and spin: 0.00 kcal/mol